(1)
{
  "formula": "C60H68N8O28S2",
  "method": "ωB97M-V/def2-TZVPD",
  "lumo_energy_ev": -1.017,
  "de_lowest_kj_mol": 0.0,
  "charge": 0,
  "smiles": "O=[N+]([O-])c1ccccc1.O=[N+]([O-])c1ccccc1.O=[N+]([O-])c1ccccc1.O=[N+]([O-])c1ccccc1.O=[N+]([O-])c1ccccc1.O=[N+]([O-])c1ccccc1.O=[N+]([O-])c1ccccc1.O=[N+]([O-])c1ccccc1.CCOS(C)(=O)=O.CCOS(C)(=O)=O.COC(=O)OC.COC(=O)OC",
  "multiplicity": 1,
  "e_homo_ev": -9.30,
  "orbital_gap_ev": 8.285,
  "species": ["C", "O", "C", "O", "O", "C", "H", "H", "H", "H", "H", "H", "C", "O", "C", "O", "O", "C", "H", "H", "H", "H", "H", "H", "C", "C", "C", "C", "C", "C", "N", "O", "O", "H", "H", "H", "H", "H", "C", "C", "C", "C", "C", "C", "N", "O", "O", "H", "H", "H", "H", "H", "C", "C", "C", "C", "C", "C", "N", "O", "O", "H", "H", "H", "H", "H", "C", "C", "C", "C", "C", "C", "N", "O", "O", "H", "H", "H", "H", "H", "C", "C", "C", "C", "C", "C", "N", "O", "O", "H", "H", "H", "H", "H", "C", "C", "C", "C", "C", "C", "N", "O", "O", "H", "H", "H", "H", "H", "C", "C", "C", "C", "C", "C", "N", "O", "O", "H", "H", "H", "H", "H", "C", "C", "C", "C", "C", "C", "N", "O", "O", "H", "H", "H", "H", "H", "O", "S", "O", "O", "C", "C", "C", "H", "H", "H", "H", "H", "H", "H", "H", "O", "S", "O", "O", "C", "C", "C", "H", "H", "H", "H", "H", "H", "H", "H"],
  "xyz": [[1.717, -0.448, 1.458], [1.247, -0.389, 0.047], [-0.080, -0.174, -0.181], [-0.904, -0.061, 0.725], [-0.231, -0.054, -1.523], [-1.469, 0.083, -2.094], [1.152, 0.293, 2.024], [2.768, -0.158, 1.461], [1.467, -1.380, 1.964], [-1.448, 0.075, -3.184], [-1.935, 1.034, -1.836], [-2.225, -0.695, -1.980], [-7.061, 0.419, -4.625], [-5.686, 0.925, -4.653], [-5.355, 2.061, -4.048], [-6.016, 2.776, -3.260], [-4.090, 2.345, -4.405], [-3.331, 3.217, -3.684], [-7.054, -0.506, -5.201], [-7.790, 1.070, -5.107], [-7.442, 0.213, -3.624], [-3.578, 3.057, -2.635], [-3.771, 4.202, -3.840], [-2.250, 3.111, -3.779], [8.315, 4.763, 4.053], [7.264, 4.859, 4.914], [6.083, 4.193, 4.748], [5.966, 3.442, 3.546], [7.022, 3.203, 2.716], [8.165, 3.845, 2.987], [4.666, 2.778, 3.303], [3.753, 3.118, 4.103], [4.437, 2.000, 2.341], [9.319, 5.156, 3.994], [7.409, 5.486, 5.782], [5.249, 4.244, 5.433], [6.790, 2.450, 1.978], [8.978, 3.333, 2.494], [8.122, -2.523, 0.294], [7.768, -3.892, 0.472], [6.416, -4.224, 0.722], [5.424, -3.269, 0.496], [5.764, -1.922, 0.286], [7.166, -1.520, 0.225], [4.007, -3.577, 0.635], [3.184, -2.681, 0.315], [3.683, -4.742, 0.877], [9.150, -2.379, -0.004], [8.453, -4.708, 0.295], [6.234, -5.288, 0.725], [5.013, -1.147, 0.280], [7.441, -0.489, 0.063], [0.610, 3.334, 2.214], [-0.305, 3.068, 1.198], [-1.660, 3.200, 1.515], [-2.120, 3.673, 2.768], [-1.160, 3.817, 3.785], [0.192, 3.702, 3.474], [-3.563, 3.947, 3.106], [-3.959, 3.586, 4.184], [-4.260, 4.410, 2.200], [1.666, 3.188, 2.041], [-0.036, 2.906, 0.165], [-2.451, 2.987, 0.812], [-1.447, 3.986, 4.812], [0.914, 3.971, 4.230], [-3.845, -2.757, 2.028], [-4.120, -2.486, 0.705], [-5.408, -2.776, 0.208], [-6.336, -3.388, 0.977], [-6.031, -3.747, 2.237], [-4.818, -3.325, 2.828], [-7.743, -3.611, 0.438], [-7.909, -3.537, -0.704], [-8.626, -3.875, 1.151], [-2.931, -2.454, 2.516], [-3.582, -1.884, -0.012], [-5.701, -2.445, -0.777], [-6.732, -4.262, 2.877], [-4.686, -3.602, 3.863], [-1.392, 2.171, -7.731], [-1.291, 1.750, -6.436], [-0.410, 0.721, -6.101], [0.250, 0.026, -7.098], [0.139, 0.434, -8.446], [-0.705, 1.522, -8.715], [1.009, -1.185, -6.759], [0.921, -1.554, -5.570], [1.697, -1.756, -7.650], [-2.187, 2.897, -7.814], [-1.646, 2.386, -5.639], [-0.197, 0.510, -5.064], [0.579, -0.107, -9.271], [-0.763, 1.929, -9.714], [5.081, -2.615, 4.504], [4.946, -1.387, 3.808], [6.064, -0.628, 3.493], [7.373, -1.157, 3.774], [7.525, -2.477, 4.463], [6.354, -3.170, 4.806], [8.650, -0.392, 3.470], [9.635, -0.930, 3.774], [8.608, 0.634, 2.773], [4.199, -3.153, 4.818], [3.961, -1.053, 3.519], [5.953, 0.264, 2.895], [8.545, -2.772, 4.659], [6.405, -4.102, 5.349], [-8.753, 1.138, 0.317], [-8.508, 0.867, 1.702], [-7.182, 0.599, 2.094], [-6.089, 0.948, 1.211], [-6.358, 1.370, -0.128], [-7.666, 1.391, -0.562], [-4.699, 0.688, 1.741], [-3.752, 0.822, 0.964], [-4.548, 0.167, 2.825], [-9.722, 1.274, -0.141], [-9.211, 0.685, 2.501], [-7.026, 0.122, 3.051], [-5.502, 1.662, -0.718], [-7.946, 1.737, -1.546], [4.475, -0.184, -4.189], [3.370, -0.253, -3.296], [2.542, 0.804, -3.172], [2.780, 1.967, -3.882], [3.947, 2.062, -4.581], [4.865, 1.023, -4.674], [1.714, 3.015, -4.013], [0.748, 2.892, -3.329], [1.936, 3.896, -4.881], [5.144, -1.027, -4.279], [3.091, -1.198, -2.853], [1.680, 0.841, -2.523], [4.098, 2.981, -5.127], [5.703, 1.044, -5.355], [0.839, 0.878, 5.068], [-0.066, -0.244, 5.000], [0.284, -1.392, 4.178], [-0.471, -0.772, 6.542], [-0.464, -2.102, 6.879], [-0.660, -2.152, 8.449], [-1.792, 0.353, 4.604], [0.485, -2.578, 6.632], [-1.195, -2.648, 6.283], [-1.712, -2.026, 8.704], [0.016, -1.377, 8.810], [-0.269, -3.081, 8.864], [-2.135, 1.098, 5.322], [-2.426, -0.529, 4.516], [-1.721, 0.361, 3.516], [-5.521, -2.359, -4.623], [-4.164, -1.833, -4.862], [-3.612, -0.710, -4.106], [-3.198, -3.136, -4.614], [-3.216, -3.662, -3.303], [-1.847, -3.358, -2.695], [-3.836, -1.531, -6.642], [-3.372, -4.729, -3.462], [-4.096, -3.465, -2.691], [-1.339, -2.497, -3.129], [-1.233, -4.228, -2.925], [-1.997, -3.145, -1.636], [-2.844, -1.102, -6.782], [-4.649, -0.860, -6.922], [-4.052, -2.467, -7.157]],
  "forces_ev_per_a": [[-1.4, 0.9, -0.4], [-0.4, -0.1, 0.3], [0.4, 0.2, 2.2], [0.9, -0.4, -2.4], [1.6, -0.9, 1.3], [-2.7, 0.9, -1.2], [0.1, 0.3, -0.1], [-0.2, -0.4, -0.2], [0.4, -0.2, -0.6], [1.0, 0.2, -0.1], [0.0, 0.1, 0.3], [0.4, -0.3, 1.0], [-0.1, 0.2, -0.1], [-1.3, 0.3, -0.1], [-0.7, 1.9, 2.0], [1.4, -2.3, -2.2], [-0.9, -2.7, -2.0], [-1.0, 1.8, 2.6], [0.3, 0.1, 0.3], [0.4, 0.5, 0.0], [0.5, 0.0, 0.1], [0.4, -0.1, 0.4], [0.9, 0.5, -0.3], [-0.3, 0.0, -0.6], [0.6, -2.2, -3.0], [0.6, 1.6, 1.7], [-0.8, -1.0, -2.0], [-1.1, 0.2, 1.9], [-2.8, -0.8, -0.1], [1.9, -0.3, 0.3], [-3.1, 0.1, 0.4], [1.9, -1.0, -1.9], [1.3, 1.6, 1.9], [-0.2, 0.7, 1.2], [-0.2, 0.1, 0.2], [0.2, 0.1, 0.0], [0.8, 0.1, -0.4], [0.8, 1.0, -0.3], [-0.1, -1.6, -0.7], [-1.8, 1.5, 0.2], [1.2, -0.4, -1.7], [1.0, 1.6, 1.1], [2.2, 0.3, 0.5], [-2.1, -1.7, 0.1], [-2.2, -0.2, -1.7], [1.7, -1.8, 1.0], [0.5, 1.5, 0.2], [0.2, 0.6, 0.3], [0.3, 0.2, 0.4], [-0.6, 0.0, 0.5], [-0.2, -0.2, -0.3], [-0.1, 0.0, 0.0], [0.3, -0.3, -0.6], [-1.0, 0.6, 1.0], [-1.5, 1.0, 0.3], [1.9, -0.6, 0.4], [-0.5, 0.1, -0.4], [-0.5, 0.2, 0.3], [0.5, -0.9, -2.3], [-0.1, 0.3, 0.6], [0.7, -0.3, 1.0], [0.2, 0.2, -0.1], [0.2, -0.5, 0.1], [0.2, 0.0, -0.4], [-0.2, 0.4, 0.0], [0.1, -0.4, 0.1], [0.4, 0.5, 0.8], [-2.0, 0.3, -1.1], [1.1, 0.8, -0.9], [-1.3, -0.3, -0.5], [0.5, 0.1, 2.8], [-1.1, -1.4, -1.1], [3.0, 0.1, 1.6], [0.5, 0.9, -5.9], [-2.5, -0.9, 4.4], [0.3, 0.1, -0.3], [1.0, -0.1, 0.5], [0.1, 0.0, -0.2], [-0.3, 0.0, -0.1], [0.4, 0.2, 0.0], [-1.5, -0.1, 0.9], [1.9, -0.2, 1.3], [-0.1, 0.2, 0.3], [-0.3, 0.2, -1.5], [-0.8, 0.2, 0.8], [0.9, -0.3, -1.0], [1.3, -1.3, 0.4], [0.4, 0.3, -2.3], [-1.8, 1.4, 2.2], [0.4, 0.5, -1.1], [-0.5, -0.3, 0.0], [-0.1, -0.3, 0.0], [0.3, 0.0, 0.2], [-0.1, -0.3, -0.3], [1.0, 0.6, -0.4], [0.4, -1.3, 0.9], [2.3, -1.1, -0.3], [-1.6, -1.6, 1.6], [-1.1, 3.2, -1.6], [-0.1, 1.4, -0.4], [-3.7, 0.9, -2.4], [3.4, -1.4, 1.4], [-0.6, -0.7, 1.0], [-0.1, 0.0, -0.1], [-0.1, 0.2, 0.1], [0.1, 0.2, 0.2], [-0.2, -0.4, 0.1], [0.1, -0.1, -0.1], [1.4, 0.5, 1.0], [1.2, -0.8, -1.6], [0.9, 1.1, -1.6], [-2.0, -0.7, 0.7], [1.3, -0.5, 2.1], [-1.2, 0.1, 1.0], [0.5, -1.0, -1.8], [-1.0, 0.7, 0.3], [-0.7, 0.5, 0.5], [-0.3, -0.1, 0.5], [-0.7, 0.1, -0.5], [0.4, 0.3, 0.1], [-0.2, 0.0, -0.3], [0.4, -0.1, -0.2], [-0.1, -0.8, 2.3], [1.0, -1.4, -1.3], [-1.7, 1.5, 0.8], [0.3, -0.4, -0.2], [0.4, 1.7, -1.0], [-0.8, 0.0, -1.1], [2.8, 0.6, -2.1], [-1.3, 0.4, 0.5], [-1.0, -1.5, 1.9], [-0.2, -0.3, -0.2], [0.1, 0.0, 0.3], [-0.1, -0.6, 0.0], [0.2, 0.1, -0.1], [0.2, 0.5, 0.2], [-0.7, -1.1, 0.4], [-1.9, -0.2, 0.5], [-0.3, 0.9, 1.0], [1.0, 2.8, -1.7], [0.3, -2.2, 1.4], [0.5, -0.2, -1.8], [1.8, -2.3, -0.8], [0.3, 0.1, 0.0], [-0.4, -0.1, 0.3], [0.3, 0.3, 0.2], [-0.5, 0.2, 0.3], [-0.3, -0.2, -0.2], [0.1, 0.2, -0.8], [-0.1, -0.4, 1.4], [0.1, 2.1, -0.3], [1.9, 1.6, -0.6], [0.4, -1.0, 0.7], [-0.9, -1.6, -0.8], [-1.3, 1.9, -1.7], [0.5, -1.0, 0.4], [-0.5, -0.4, 0.3], [-1.1, -0.6, 1.2], [0.5, -0.2, 0.0], [0.0, 1.1, -0.2], [-0.4, 0.0, -0.2], [0.3, 0.1, 0.6], [0.5, -0.4, 0.2], [-0.2, -0.2, 0.1], [0.2, 0.3, 0.0], [0.5, 0.0, 0.0]]
}


(2)
{
  "formula": "C5H12S2",
  "method": "ωB97M-V/def2-TZVPD",
  "lumo_energy_ev": 0.695,
  "de_lowest_kj_mol": 64.8,
  "charge": 0,
  "smiles": "C/C=C/C.CSS",
  "multiplicity": 1,
  "e_homo_ev": -9.09,
  "orbital_gap_ev": 9.785,
  "species": ["C", "S", "S", "H", "H", "H", "H", "C", "C", "C", "C", "H", "H", "H", "H", "H", "H", "H", "H"],
  "xyz": [[1.685, -0.300, 0.513], [0.912, 0.811, -0.691], [2.468, 1.168, -1.979], [2.047, -1.184, -0.007], [0.927, -0.584, 1.239], [2.511, 0.199, 1.011], [3.078, 2.162, -1.309], [-1.713, -2.361, 2.448], [-1.882, -1.550, 1.196], [-2.524, -0.391, 1.154], [-2.597, 0.487, -0.061], [-2.526, -2.165, 3.146], [-1.676, -3.431, 2.252], [-0.800, -2.067, 2.972], [-1.417, -1.938, 0.295], [-3.008, -0.014, 2.051], [-1.996, 0.051, -0.857], [-3.612, 0.643, -0.425], [-2.190, 1.470, 0.178]],
  "forces_ev_per_a": [[0.1, 0.0, -0.2], [0.1, 0.1, 0.1], [0.0, 0.0, 0.0], [0.0, -0.1, 0.1], [-0.1, 0.0, 0.0], [0.0, 0.0, 0.1], [0.0, 0.0, 0.0], [-0.1, 0.2, 0.2], [0.0, -0.1, 0.2], [-0.1, 0.1, -0.3], [0.1, -0.2, 0.1], [-0.1, 0.0, 0.0], [0.0, 0.0, 0.0], [0.1, -0.2, -0.1], [0.1, 0.1, -0.1], [0.0, -0.1, 0.1], [0.0, 0.1, -0.1], [-0.1, -0.1, 0.1], [0.0, 0.1, -0.1]]
}


Asked for molecular weight across the records above, the calculation gives 1413.37, 136.29 g mol⁻¹ in order.